C57H53BrN6O3PS2Sn as an isolated structure. Source: the OMol25 dataset; level of theory: ωB97M-V with the def2-TZVPD basis set.

The geometry in ORCA input format:
```
! wB97M-V def2-TZVPD RIJCOSX def2/J DEFGRID3
* xyz 1 1
Sn -0.4131 -0.6475 0.9658
Br 0.8760 -6.4165 6.0476
C 0.2803 -5.2069 4.7099
C -0.3505 -5.6929 3.5590
C -0.7476 -4.8142 2.5837
C -0.5230 -3.4174 2.6731
O -0.8669 -2.6621 1.6707
C 0.0582 -2.9485 3.8767
C 0.0886 -1.5665 4.2338
N -0.2201 -0.5665 3.4892
C -0.4197 0.6522 4.1728
C 0.5102 1.2063 5.0099
C 0.2264 2.3923 5.7182
C -1.0056 2.9726 5.6421
C -2.0170 2.3858 4.8410
C -3.3622 2.8234 4.8476
C -4.2865 2.1570 4.1013
C -3.8552 1.0972 3.2740
N -2.6202 0.6675 3.2254
C -1.7089 1.2565 4.0483
C 0.4587 -3.8650 4.8718
H -0.5320 -6.7535 3.4467
H -1.2306 -5.1697 1.6872
H 0.3054 -1.3691 5.2878
H 1.4770 0.7284 5.1263
H 0.9923 2.8250 6.3518
H -1.2410 3.8649 6.2122
H -3.6452 3.6607 5.4750
H -5.3322 2.4326 4.1221
H -4.5655 0.5913 2.6258
H 0.9213 -3.4889 5.7779
C 3.7095 -4.1105 1.8571
N 4.0784 -3.0945 0.8789
C 5.1414 -3.1588 -0.0027
C 5.0788 -2.0704 -0.7821
N 3.9666 -1.3345 -0.3789
C 3.3618 -1.9694 0.6716
S 2.1544 -1.4709 1.7425
C 3.4364 -0.2752 -1.1684
C 4.3025 0.6230 -1.7727
C 3.7656 1.5296 -2.6719
C 2.4039 1.4939 -2.9288
C 1.6349 0.5596 -2.2549
N 2.1375 -0.3054 -1.3814
H 4.2779 -5.0138 1.6501
H 2.6435 -4.3195 1.7801
H 3.9156 -3.7669 2.8696
H 5.8409 -3.9767 -0.0015
H 5.6987 -1.7586 -1.6038
H 5.3635 0.6046 -1.5566
H 4.4069 2.2401 -3.1775
H 1.9485 2.1819 -3.6289
H 0.5693 0.4606 -2.4414
C -1.2740 3.1263 -1.5011
C -2.2441 2.6680 -0.4167
C -3.0685 3.8457 0.1027
C -3.1818 1.5500 -0.8789
C -4.1449 1.9712 -1.9994
O -4.1074 0.8680 -2.9143
C -3.1277 0.0250 -2.4883
N -2.5175 0.3437 -1.4180
C -2.9742 -1.1754 -3.3507
C -3.9975 -1.3821 -4.2919
C -3.9718 -2.4534 -5.1597
C -2.9132 -3.3478 -5.1108
C -1.9087 -3.1641 -4.1826
C -1.9121 -2.0895 -3.2878
P -0.4568 -1.9883 -2.1264
C 0.8781 -1.9180 -3.3928
C 2.1661 -2.3728 -3.1067
C 3.2052 -2.1860 -4.0066
C 2.9818 -1.5197 -5.2027
C 1.7091 -1.0522 -5.4961
C 0.6699 -1.2373 -4.5949
C -0.5803 -3.7682 -1.6473
C -1.8095 -4.1098 -1.0745
C -2.1240 -5.4310 -0.8153
C -1.1923 -6.4312 -1.0720
C 0.0479 -6.0960 -1.5871
C 0.3514 -4.7706 -1.8881
H -0.6350 3.9212 -1.1130
H -1.7960 3.5169 -2.3787
H -0.6315 2.3027 -1.8107
H -1.6533 2.2617 0.4094
H -3.6080 4.3360 -0.7131
H -2.4180 4.5874 0.5710
H -3.7991 3.5221 0.8465
H -3.7458 1.2129 -0.0012
H -3.8074 2.8604 -2.5316
H -5.1681 2.1213 -1.6632
H -4.8137 -0.6782 -4.3329
H -4.7722 -2.5840 -5.8771
H -2.8683 -4.1853 -5.7965
H -1.0905 -3.8716 -4.1449
H 2.3537 -2.8741 -2.1631
H 4.1940 -2.5643 -3.7757
H 3.7942 -1.3626 -5.9013
H 1.5206 -0.5493 -6.4367
H -0.3107 -0.8498 -4.8368
H -2.5290 -3.3269 -0.8575
H -3.0963 -5.6802 -0.4065
H -1.4343 -7.4664 -0.8633
H 0.7812 -6.8714 -1.7780
H 1.3031 -4.5420 -2.3492
C 0.1789 8.4477 -0.2124
C 0.4307 7.0501 0.2896
C 0.8034 6.0286 -0.5841
C 1.0559 4.7479 -0.1190
C 0.9384 4.4813 1.2344
C 0.5453 5.4743 2.1205
C 0.2958 6.7530 1.6442
S 1.3001 2.8546 1.8955
C 3.0797 2.8901 1.5875
O 0.7526 1.8479 0.9227
H 0.4750 8.5511 -1.2551
H 0.7381 9.1743 0.3780
H -0.8799 8.7009 -0.1302
H 0.9026 6.2437 -1.6425
H 1.3366 3.9546 -0.8005
H 0.4440 5.2446 3.1759
H -0.0046 7.5355 2.3320
H 3.5058 3.7018 2.1797
H 3.2490 3.0516 0.5229
H 3.4917 1.9286 1.9002
*
```

Results
Frontier orbital gap, eV: 7.61
HOMO, eV: -9.581
Molecular weight, g/mol: 1163.813
LUMO level, eV: -1.970
Calculated total energy, Eh: -6684.04861